[1]
The following is a DFT calculation (the ωB97M-V functional and the def2-TZVPD basis) of a 8-piece molecular cluster, C32H51N2O19P overall in a non-equilibrium geometry.

Last column: Mulliken charge in e.
Atoms and positions in Å:
C (6.06478, 2.77973, -3.65499)  -1.3012
C (5.86698, 3.49311, -4.96758)  0.8482
N (6.40649, 3.16708, -6.05842)  -0.7328
C (4.95853, 4.69750, -5.04146)  -0.5892
O (4.03833, 4.71912, -3.93070)  -0.0324
C (2.77842, 5.10446, -4.20070)  0.1437
O (2.47292, 6.14438, -4.70335)  -0.5416
N (1.83701, 4.17454, -3.71209)  0.2109
P (1.53599, 2.72073, -4.48158)  0.6050
O (0.54750, 1.93778, -3.74072)  -0.7005
O (1.03544, 3.11771, -5.93778)  -0.5257
O (2.93262, 2.03414, -4.74674)  -0.3308
H (5.59621, 1.79420, -3.70031)  0.2756
H (7.12578, 2.63976, -3.45746)  0.4766
H (5.62432, 3.30777, -2.81225)  0.2606
H (7.03137, 2.37125, -5.93381)  0.2798
H (4.42355, 4.70734, -5.98830)  0.3498
H (5.57531, 5.59732, -4.98943)  0.3625
H (0.95382, 4.66143, -3.58387)  0.3268
H (0.42599, 2.43129, -6.23982)  0.3371
H (3.40844, 1.81704, -3.93252)  0.2432
O (4.42914, -2.16969, -2.88461)  -0.6203
C (3.71330, -1.50969, -2.18494)  0.4053
O (4.12971, -0.35818, -1.61975)  -0.4217
C (3.10465, 0.18542, -0.73938)  -0.2876
C (1.80852, -0.42038, -1.26619)  0.0797
C (2.27589, -1.77752, -1.78758)  -0.3053
H (3.33054, -0.10839, 0.28139)  0.1902
H (3.13860, 1.27028, -0.80180)  0.3410
H (1.02402, -0.47820, -0.51692)  0.3056
H (1.43413, 0.17598, -2.09999)  -0.1410
H (2.26451, -2.54630, -1.01220)  0.1482
H (1.72031, -2.13109, -2.65257)  0.3244
O (3.50858, 5.15529, 1.31375)  -0.5702
C (3.03313, 6.08623, 0.73706)  0.5950
O (3.20296, 7.36327, 1.16671)  -0.3557
C (2.43995, 8.27303, 0.35842)  -0.4505
C (2.20631, 7.54202, -0.95928)  -0.4620
C (2.15196, 6.08520, -0.50049)  -0.0584
H (1.50463, 8.49156, 0.87973)  0.2209
H (3.00621, 9.19483, 0.25251)  0.3526
H (1.31585, 7.88448, -1.48181)  0.3913
H (3.06011, 7.68533, -1.62256)  0.2307
H (1.14731, 5.78249, -0.19851)  0.2899
H (2.53550, 5.38493, -1.23772)  -0.0298
O (1.67910, 0.63044, 1.64019)  -0.6447
C (1.87762, 0.59923, 2.82421)  0.5406
O (3.10530, 0.85546, 3.32903)  -0.3922
C (3.10286, 0.66732, 4.75644)  -0.4911
C (1.64372, 0.82379, 5.16676)  -0.0144
C (0.91503, 0.28405, 3.93778)  0.0230
H (3.49990, -0.32622, 4.97507)  0.2564
H (3.76037, 1.41517, 5.19468)  0.3673
H (1.40661, 0.30684, 6.09508)  0.4234
H (1.41716, 1.87792, 5.29201)  -0.2741
H (0.78434, -0.79961, 3.96144)  -0.0452
H (-0.03606, 0.77855, 3.75745)  0.3567
O (-0.23147, 3.30978, 4.55361)  -0.5975
C (0.46699, 4.27993, 4.50169)  0.6414
O (1.70407, 4.30100, 5.05012)  -0.4038
C (2.29829, 5.60362, 4.91411)  -0.6430
C (1.56264, 6.25343, 3.74822)  0.3943
C (0.17304, 5.62602, 3.86623)  -0.7477
H (2.15118, 6.14531, 5.85117)  0.2537
H (3.36345, 5.47750, 4.74003)  0.3623
H (1.57195, 7.34038, 3.79418)  0.5175
H (2.02806, 5.94747, 2.80988)  -0.6011
H (-0.48426, 6.18218, 4.53705)  0.3077
H (-0.32555, 5.48530, 2.91119)  0.3054
O (1.39122, -2.83400, 3.50828)  -0.6234
C (0.56686, -3.46896, 2.91122)  0.5391
O (-0.32643, -2.87454, 2.09189)  -0.3466
C (-1.25858, -3.84865, 1.58065)  -0.4032
C (-0.55199, -5.19194, 1.70484)  -0.0632
C (0.31779, -4.96313, 2.94082)  -0.6411
H (-2.16515, -3.80261, 2.18811)  0.2010
H (-1.50536, -3.57350, 0.55798)  0.3469
H (-1.24234, -6.02756, 1.77423)  0.0994
H (0.08623, -5.35700, 0.83509)  0.2675
H (-0.20946, -5.19840, 3.86756)  0.2858
H (1.26140, -5.50128, 2.92032)  0.3467
O (-2.24546, -7.66514, 0.91962)  -0.6273
C (-3.41589, -7.41245, 0.87966)  0.5756
O (-3.97772, -6.52647, 1.73563)  -0.3898
C (-5.40600, -6.47926, 1.53964)  -0.5767
C (-5.63226, -6.98894, 0.12251)  0.1659
C (-4.47994, -7.98015, -0.03668)  -0.6012
H (-5.87398, -7.12017, 2.28907)  0.2919
H (-5.73800, -5.45610, 1.69607)  0.3248
H (-6.61687, -7.42039, -0.01972)  -0.1103
H (-5.51254, -6.16921, -0.58817)  0.2583
H (-4.74006, -8.97757, 0.32223)  0.2949
H (-4.09935, -8.05344, -1.05165)  0.3594
O (-8.78745, -8.72623, -0.33576)  -0.5823
C (-9.23515, -7.82745, -0.98484)  0.5712
O (-8.74642, -6.56636, -0.88277)  -0.3446
C (-9.51844, -5.65963, -1.69027)  -0.4376
C (-10.18908, -6.53805, -2.74183)  -0.4826
C (-10.37826, -7.84939, -1.98030)  -0.4722
H (-10.24191, -5.15848, -1.04428)  0.2564
H (-8.84542, -4.91650, -2.11014)  0.3145
H (-11.10830, -6.10663, -3.13089)  0.3343
H (-9.50826, -6.69535, -3.57908)  0.2678
H (-11.31411, -7.87407, -1.41953)  0.2658
H (-10.31326, -8.73450, -2.60653)  0.3018

- F_max: 1.06 eV/A
- SMILES: [H]/N=C(\C)COC(=O)NP(=O)(O)O.O=C1CCCO1.O=C1CCCO1.O=C1CCCO1.O=C1CCCO1.O=C1CCCO1.O=C1CCCO1.O=C1CCCO1
- Charge: 0
- Molar mass: 798.73 g/mol
- DFT total energy: -85187.7971 eV
- HOMO-LUMO gap: 0.3593 Ha
- HOMO level: -9.355 eV

=====

[2]
The following is a DFT calculation (the ωB97M-V functional and the def2-TZVPD basis) of C32H51N2O2P2Ti as an isolated structure in a non-equilibrium geometry.

Last column: Mulliken charge in e.
Atoms and positions in Å:
C (1.90666, -1.86826, -0.69479)  -0.1240
C (1.91675, 0.37815, -1.53143)  -0.5315
C (2.88396, -2.25301, -1.59316)  -0.8615
C (2.66033, -0.12386, -2.64749)  -1.1971
C (3.23287, -1.37223, -2.59788)  -0.8425
H (3.34125, -3.24001, -1.48644)  0.5298
H (2.77463, 0.51024, -3.49873)  0.5755
H (3.94641, -1.65157, -3.33692)  0.4687
N (1.46428, -0.58321, -0.60527)  1.5175
P (-0.19321, -2.53376, 1.04883)  1.2427
P (0.95506, 2.32256, 0.25775)  1.4010
C (1.43987, -2.93781, 0.31661)  -1.4460
H (1.39479, -3.94978, -0.14840)  0.6292
H (2.18092, -3.03931, 1.13001)  0.7560
C (1.83278, 1.79027, -1.28832)  -0.7567
H (1.40350, 2.36407, -2.16958)  0.4425
C (-0.44203, 3.71903, 0.14604)  2.1856
C (2.70945, 3.04276, 0.47922)  1.5914
C (-1.34894, -3.41207, -0.19536)  1.9942
C (-0.14330, -3.45693, 2.71775)  1.7030
C (-1.77303, 3.25521, 0.76282)  -1.3832
H (-1.65961, 3.09280, 1.84401)  0.2812
H (-2.53287, 4.04828, 0.61573)  0.5349
H (-2.17255, 2.34421, 0.30227)  0.0846
C (0.00076, 4.95508, 0.93374)  -1.9218
H (0.16215, 4.68683, 1.98502)  0.3622
H (0.90684, 5.41617, 0.52403)  0.2591
H (-0.79837, 5.71596, 0.90998)  0.5175
C (-0.69744, 4.05856, -1.32099)  -1.8326
H (-1.45384, 4.86084, -1.36070)  0.5347
H (0.18856, 4.44720, -1.83825)  0.2621
H (-1.08829, 3.18222, -1.85903)  0.2088
C (2.87889, 3.66096, 1.84993)  -1.7007
H (2.59256, 2.96456, 2.64653)  0.1983
H (3.94784, 3.90293, 1.96437)  0.5294
H (2.30423, 4.58649, 1.94060)  0.3588
C (3.74824, 1.90775, 0.31495)  -1.6167
H (3.47646, 1.00178, 0.87244)  -0.0275
H (3.88032, 1.64453, -0.75260)  0.4086
H (4.71706, 2.29205, 0.65333)  0.7079
C (2.94398, 4.06518, -0.65777)  -1.4958
H (2.32988, 3.93765, -1.56649)  0.2004
H (2.82288, 5.09995, -0.32263)  0.3940
H (3.97843, 3.91026, -0.99712)  0.4048
C (-1.53558, -3.38128, 3.36714)  -1.8517
H (-1.45021, -3.69130, 4.41999)  0.4850
H (-1.91726, -2.35022, 3.36198)  0.2576
H (-2.27421, -4.03846, 2.89343)  0.3123
C (0.82506, -2.70689, 3.64524)  -1.6406
H (1.85607, -2.69121, 3.27189)  0.2848
H (0.50627, -1.67129, 3.82308)  0.1464
H (0.82400, -3.22094, 4.62034)  0.6337
C (0.33048, -4.91414, 2.56191)  -1.5876
H (0.52086, -5.33039, 3.56038)  0.5164
H (-0.41900, -5.56146, 2.09954)  0.3093
H (1.26101, -4.99408, 1.98673)  0.2450
C (-1.05999, -2.89702, -1.62720)  -2.1420
H (-1.80965, -3.34611, -2.29545)  0.6648
H (-1.16390, -1.81458, -1.70161)  0.2341
H (-0.06568, -3.17898, -1.98925)  0.2451
C (-2.78283, -3.02141, 0.19464)  -1.4206
H (-2.90705, -1.93042, 0.20818)  0.0104
H (-3.47984, -3.43708, -0.55069)  0.5140
H (-3.07361, -3.42507, 1.17305)  0.2275
C (-1.20870, -4.94186, -0.19132)  -1.6670
H (-0.17588, -5.29269, -0.32928)  0.2844
H (-1.63041, -5.39559, 0.71533)  0.3470
H (-1.79484, -5.35038, -1.03109)  0.5021
Ti (0.06541, 0.05574, 0.95685)  -0.4613
C (1.44732, 0.29773, 2.35610)  0.3509
O (2.25754, 0.45896, 3.20581)  -0.4737
N (-1.96118, 0.10142, -0.42632)  -0.4908
C (-2.25125, 0.50544, -1.50326)  0.0331
C (-2.23012, 0.93936, -2.88296)  0.4644
C (-3.58173, 0.85137, -3.27277)  -0.7857
C (-1.24020, 1.19262, -3.92815)  0.3132
C (-3.99278, 0.92556, -4.58080)  -0.8181
H (-4.29243, 0.66385, -2.46667)  0.4124
C (-1.69513, 1.30453, -5.24704)  -0.7480
H (-0.15491, 1.27361, -3.68531)  0.2753
C (-3.04465, 1.16201, -5.57501)  -0.3447
H (-5.04449, 0.79056, -4.75643)  0.4106
H (-0.98609, 1.49119, -6.07494)  0.4057
H (-3.38058, 1.23501, -6.61866)  0.3891
C (-1.48707, 0.47919, 3.77396)  -0.9333
O (-1.54683, 0.25168, 2.34713)  0.4648
H (-2.26666, 1.19766, 4.07185)  0.3648
H (-0.50367, 0.89134, 4.00401)  0.2832
H (-1.63099, -0.46732, 4.31927)  0.2815
H (-2.47369, 0.23862, 2.04977)  0.1499

- F_max: 6.20 eV/A
- Charge: +1
- Molar mass: 605.59 g/mol
- DFT total energy: -82772.0844 eV
- Energy relative to the best compared isomer or geometry (same formula, charge and spin): 178.3 kJ/mol
- HOMO-LUMO gap (alpha / beta): 0.2142 / 0.2064 Ha
- 2S+1: 3
- HOMO level (alpha / beta): -8.713 / -8.677 eV